A structure of composition C48H59N7O2PdS at a distorted geometry, computed with ωB97M-V/def2-TZVPD.

Geometry (Å):
1 Pd 0.050 1.581 -0.021
2 C -2.149 5.308 -3.391
3 C -2.640 6.326 -2.399
4 C -2.768 7.664 -2.770
5 C -3.274 8.617 -1.900
6 C -3.668 8.245 -0.623
7 C -3.523 6.929 -0.221
8 C -3.007 5.976 -1.095
9 N -2.885 4.632 -0.655
10 C -1.683 3.990 -0.456
11 N -0.591 4.729 -0.717
12 C 0.745 4.455 -0.355
13 C 1.150 3.213 0.114
14 C 2.484 3.086 0.505
15 C 3.378 4.137 0.399
16 C 2.954 5.355 -0.111
17 C 1.634 5.534 -0.490
18 C 1.169 6.862 -1.032
19 N -1.631 2.759 -0.038
20 C -2.875 2.130 0.266
21 C -3.754 1.783 -0.755
22 C -4.951 1.152 -0.463
23 C -5.267 0.860 0.855
24 C -4.383 1.205 1.868
25 C -3.177 1.842 1.598
26 C -2.207 2.181 2.694
27 H -2.472 5.578 -4.396
28 H -2.530 4.314 -3.160
29 H -1.059 5.235 -3.398
30 H -2.484 7.952 -3.775
31 H -3.369 9.645 -2.223
32 H -4.074 8.978 0.062
33 H -3.800 6.625 0.782
34 H -3.673 4.216 -0.183
35 H -0.785 5.692 -0.937
36 H 2.821 2.144 0.914
37 H 4.407 4.007 0.712
38 H 3.648 6.181 -0.210
39 H 2.009 7.549 -1.119
40 H 0.428 7.338 -0.380
41 H 0.722 6.767 -2.026
42 H -3.471 1.991 -1.780
43 H -5.625 0.875 -1.263
44 H -6.195 0.359 1.096
45 H -4.631 0.973 2.896
46 H -2.572 1.820 3.656
47 H -2.047 3.259 2.770
48 H -1.226 1.740 2.497
49 C -3.505 -2.595 3.208
50 C -2.381 -3.074 4.116
51 C -1.114 -2.218 4.056
52 C -0.231 -2.442 2.825
53 N -0.515 -1.556 1.695
54 C -1.122 -1.744 0.536
55 S -1.223 -0.511 -0.639
56 N -1.721 -2.919 0.200
57 C -1.227 -4.268 0.496
58 C -1.745 -5.254 -0.546
59 C -0.976 -5.269 -1.869
60 C -1.044 -3.986 -2.693
61 H -4.380 -3.242 3.288
62 H -3.207 -2.566 2.160
63 H -3.809 -1.587 3.488
64 H -2.122 -4.111 3.875
65 H -2.740 -3.089 5.148
66 H -0.504 -2.421 4.939
67 H -1.377 -1.157 4.105
68 H -0.269 -3.481 2.516
69 H 0.806 -2.229 3.091
70 H -0.060 -0.648 1.786
71 H -2.122 -2.840 -0.722
72 H -1.567 -4.578 1.486
73 H -0.132 -4.275 0.492
74 H -2.808 -5.052 -0.721
75 H -1.695 -6.254 -0.107
76 H -1.360 -6.098 -2.469
77 H 0.074 -5.501 -1.662
78 H -2.079 -3.693 -2.895
79 H -0.552 -4.128 -3.656
80 H -0.545 -3.148 -2.204
81 C 2.972 -7.416 -0.794
82 C 2.891 -6.032 -1.377
83 C 2.903 -5.860 -2.756
84 C 2.787 -4.595 -3.311
85 C 2.705 -3.489 -2.486
86 C 2.714 -3.639 -1.100
87 N 2.609 -2.486 -0.299
88 C 3.565 -2.091 0.635
89 C 4.732 -2.823 0.867
90 C 5.619 -2.444 1.861
91 C 5.368 -1.332 2.654
92 C 4.223 -0.589 2.413
93 C 3.335 -0.935 1.403
94 C 2.153 -0.047 1.147
95 O 1.606 0.512 2.119
96 O 1.794 0.095 -0.066
97 C 2.767 -4.920 -0.532
98 C 2.640 -5.128 0.953
99 H 3.128 -8.157 -1.578
100 H 2.055 -7.680 -0.262
101 H 3.791 -7.502 -0.076
102 H 2.991 -6.729 -3.398
103 H 2.779 -4.470 -4.386
104 H 2.643 -2.491 -2.903
105 H 2.069 -1.709 -0.664
106 H 4.947 -3.690 0.255
107 H 6.518 -3.028 2.015
108 H 6.054 -1.045 3.438
109 H 3.990 0.286 3.006
110 H 2.332 -4.213 1.456
111 H 3.583 -5.445 1.404
112 H 1.903 -5.906 1.167
113 C 3.453 1.025 -2.542
114 C 2.084 1.504 -2.665
115 N 1.013 1.908 -2.756
116 H 4.076 1.477 -3.311
117 H 3.473 -0.059 -2.638
118 H 3.831 1.290 -1.556

Forces on the atoms, in the same order (eV/Å):
Pd -0.08 -0.76 -0.06
C 0.01 0.00 0.00
C -0.04 -0.01 -0.02
C -0.01 0.00 -0.01
C 0.01 -0.01 0.00
C 0.00 0.01 0.00
C 0.03 0.00 0.01
C 0.00 0.01 0.01
N 0.03 0.04 0.06
C -0.03 0.03 0.01
N -0.01 -0.03 -0.05
C 0.04 0.05 0.08
C 0.23 -0.14 -0.07
C -0.01 0.01 0.06
C 0.02 -0.02 0.02
C -0.02 0.00 -0.02
C 0.01 0.00 0.02
C -0.01 0.00 0.01
N 0.12 0.06 -0.05
C 0.05 -0.09 0.05
C 0.02 -0.05 -0.01
C -0.01 0.00 -0.03
C -0.01 0.00 0.02
C -0.01 -0.04 -0.02
C 0.04 -0.03 0.02
C 0.01 -0.02 0.00
H 0.01 0.00 0.00
H 0.00 0.00 -0.01
H 0.00 -0.01 0.01
H 0.00 0.00 0.00
H 0.00 0.00 0.00
H 0.00 0.00 0.00
H 0.00 0.00 0.00
H -0.03 -0.02 -0.08
H 0.00 -0.01 -0.03
H 0.04 0.14 -0.03
H 0.00 0.00 0.00
H 0.00 0.00 0.00
H 0.00 0.00 0.00
H 0.00 0.00 0.00
H 0.01 0.00 0.00
H 0.01 0.00 0.00
H 0.00 0.00 0.00
H 0.00 0.00 0.00
H -0.01 -0.02 0.06
H 0.00 0.01 -0.01
H 0.01 0.00 -0.01
H 0.00 0.00 0.01
C 0.00 -0.04 -0.05
C 0.03 0.01 0.02
C -0.06 0.06 -0.05
C 0.07 -0.01 -0.01
N 0.28 0.18 0.17
C -0.11 -0.06 -0.21
S 0.00 0.24 0.11
N 0.14 0.02 -0.02
C -0.04 -0.02 -0.01
C 0.04 0.01 -0.03
C 0.03 -0.01 0.01
C 0.01 0.01 0.00
H 0.01 0.00 0.00
H 0.00 -0.01 -0.02
H -0.05 0.12 0.00
H 0.02 -0.01 0.02
H 0.00 0.00 -0.01
H 0.01 -0.05 -0.03
H 0.01 0.00 0.04
H 0.02 0.03 0.04
H 0.02 0.01 0.00
H -0.05 0.02 -0.04
H -0.06 -0.02 0.02
H -0.03 -0.01 -0.02
H 0.04 0.00 0.02
H 0.00 -0.01 -0.01
H 0.00 0.01 0.00
H 0.00 0.00 0.00
H 0.02 0.00 0.00
H 0.00 0.00 0.01
H 0.00 0.00 0.00
H 0.00 0.00 0.00
C 0.00 -0.01 0.00
C -0.03 0.01 0.00
C -0.02 0.00 0.00
C -0.01 0.00 -0.01
C 0.01 0.00 0.00
C 0.00 0.02 0.04
N 0.03 -0.07 0.04
C 0.00 -0.05 -0.02
C -0.01 -0.01 -0.03
C -0.01 0.03 0.02
C 0.00 -0.04 -0.04
C -0.01 0.03 -0.01
C 0.03 -0.05 -0.07
C 0.00 -0.04 0.64
O -0.04 -0.32 -0.26
O -0.54 0.84 0.07
C -0.04 -0.01 -0.02
C -0.02 0.00 -0.01
H 0.00 0.00 0.00
H 0.00 0.00 0.00
H 0.00 0.00 0.00
H 0.00 0.00 0.00
H 0.00 0.00 0.00
H -0.01 0.00 -0.01
H 0.00 -0.01 -0.03
H 0.00 -0.01 0.00
H 0.00 0.00 0.00
H 0.00 0.00 0.00
H 0.00 0.00 0.00
H -0.02 0.01 0.00
H 0.00 0.01 0.00
H 0.01 0.00 0.00
C -0.02 -0.02 0.12
C 0.02 0.06 -0.06
N -0.06 0.00 -0.25
H 0.00 -0.01 -0.01
H 0.02 -0.01 0.00
H -0.01 0.00 0.00

molar mass	904.53	g/mol
orbital gap	8.13	eV
HOMO level	-7.420	eV

Atomic partial charges in e from the Mulliken method, atoms 1 to 99: number 1, Pd, carries -0.070; number 2, C, carries -1.240; number 3, C, carries 1.220; number 4, C, carries -0.712; number 5, C, carries -0.655; number 6, C, carries -0.657; number 7, C, carries -0.689; number 8, C, carries -0.172; number 9, N, carries 0.551; number 10, C, carries -0.345; number 11, N, carries 0.489; number 12, C, carries 1.099; number 13, C, carries -0.542; number 14, C, carries -0.733; number 15, C, carries -1.278; number 16, C, carries -0.884; number 17, C, carries 1.349; number 18, C, carries -1.493; number 19, N, carries 0.193; number 20, C, carries -0.941; number 21, C, carries 0.755; number 22, C, carries -0.884; number 23, C, carries -0.899; number 24, C, carries -0.921; number 25, C, carries 1.005; number 26, C, carries -1.277; number 27, H, carries 0.562; number 28, H, carries 0.096; number 29, H, carries 0.229; number 30, H, carries 0.439; number 31, H, carries 0.409; number 32, H, carries 0.395; number 33, H, carries 0.474; number 34, H, carries 0.323; number 35, H, carries -0.270; number 36, H, carries 0.775; number 37, H, carries 0.478; number 38, H, carries 0.337; number 39, H, carries 0.393; number 40, H, carries 0.347; number 41, H, carries 0.271; number 42, H, carries 0.497; number 43, H, carries 0.424; number 44, H, carries 0.414; number 45, H, carries 0.489; number 46, H, carries 0.451; number 47, H, carries 0.303; number 48, H, carries 0.054; number 49, C, carries -0.876; number 50, C, carries -0.558; number 51, C, carries -0.886; number 52, C, carries -0.251; number 53, N, carries 1.075; number 54, C, carries -0.347; number 55, S, carries -0.290; number 56, N, carries 0.243; number 57, C, carries 0.287; number 58, C, carries -1.632; number 59, C, carries 0.443; number 60, C, carries -1.153; number 61, H, carries 0.395; number 62, H, carries 0.143; number 63, H, carries 0.228; number 64, H, carries 0.262; number 65, H, carries 0.424; number 66, H, carries 0.432; number 67, H, carries 0.200; number 68, H, carries 0.461; number 69, H, carries 0.185; number 70, H, carries -0.980; number 71, H, carries 0.352; number 72, H, carries 0.020; number 73, H, carries 0.002; number 74, H, carries 0.435; number 75, H, carries 0.480; number 76, H, carries 0.406; number 77, H, carries -0.293; number 78, H, carries 0.370; number 79, H, carries 0.401; number 80, H, carries 0.132; number 81, C, carries -1.690; number 82, C, carries 0.793; number 83, C, carries -0.959; number 84, C, carries -1.009; number 85, C, carries -0.653; number 86, C, carries -0.420; number 87, N, carries 1.470; number 88, C, carries 0.043; number 89, C, carries -0.820; number 90, C, carries -0.766; number 91, C, carries -0.989; number 92, C, carries -0.292; number 93, C, carries 0.065; number 94, C, carries 1.203; number 95, O, carries -0.751; number 96, O, carries -0.950; number 97, C, carries 1.974; number 98, C, carries -1.878; number 99, H, carries 0.436